# 1
Here is a molecular structure, CH5BO2 at a distorted geometry from OMol25. Energies are from ωB97M-V/def2-TZVPD.

Values from the calculation:
lowest unoccupied orbital energy: 0.41 eV
HOMO level: -9.92 eV
relative energy (zero: lowest compared OMol25 entry of this formula, charge and spin): 243.8 kJ/mol
net charge: 0
frontier orbital gap: 10.3 eV
largest force on an atom: 6.02 eV/A
spin multiplicity: 1

Geometry as XYZ:
```
9
CH5BO2 (ωB97M-V/def2-TZVPD)
B -0.338 0.347 -0.077
C 1.160 -0.010 0.036
O -1.595 -1.101 0.224
O -0.903 1.452 -0.417
H 1.527 0.696 -0.706
H 1.362 -1.026 -0.185
H 1.673 0.159 1.069
H -0.994 -1.938 0.276
H -1.892 1.420 -0.222
```

# 2
Here is a single CH5BO3 molecule at a distorted geometry from OMol25. Energies are from ωB97M-V/def2-TZVPD.

Values from the calculation:
lowest unoccupied orbital energy: 0.55 eV
SMILES: COB(O)O
HOMO level: -10.85 eV
relative energy (zero: lowest compared OMol25 entry of this formula, charge and spin): 108.8 kJ/mol
net charge: 0
frontier orbital gap: 11.4 eV
largest force on an atom: 5.18 eV/A
spin multiplicity: 1

Geometry as XYZ:
```
10
CH5BO3 (ωB97M-V/def2-TZVPD)
C -0.940 -0.783 -0.782
O 0.314 -1.003 0.418
B 0.747 0.128 0.927
O 0.125 1.308 0.636
O 1.754 0.044 1.855
H -1.160 0.224 -0.975
H -1.793 -1.330 -0.405
H -0.312 -1.168 -1.489
H 0.404 2.132 1.085
H 1.703 -0.581 2.680
```

# 3
Here is a single CH5BOS molecule at a distorted geometry from OMol25. Energies are from ωB97M-V/def2-TZVPD.

Values from the calculation:
lowest unoccupied orbital energy: -0.42 eV
SMILES: OBCS
HOMO level: -9.26 eV
relative energy (zero: lowest compared OMol25 entry of this formula, charge and spin): 219.5 kJ/mol
net charge: 0
frontier orbital gap: 8.8 eV
largest force on an atom: 6.50 eV/A
spin multiplicity: 1

Geometry as XYZ:
```
9
CH5BOS (ωB97M-V/def2-TZVPD)
O 1.563 1.275 -0.076
B 0.822 0.226 0.275
C -0.146 -0.364 -0.683
S -2.029 0.758 -0.139
H 2.400 1.449 0.312
H 1.267 -0.547 1.161
H -0.689 -1.334 -0.728
H -0.165 0.007 -1.747
H -1.453 0.292 0.944
```

# 4
Here is a gas-phase ion, CH5BrN (charge +1) at a distorted geometry from OMol25. Energies are from ωB97M-V/def2-TZVPD.

Values from the calculation:
lowest unoccupied orbital energy: -4.29 eV
SMILES: [NH3+]CBr
HOMO level: -15.58 eV
relative energy (zero: lowest compared OMol25 entry of this formula, charge and spin): 37.8 kJ/mol
net charge: +1
frontier orbital gap: 11.3 eV
largest force on an atom: 7.16 eV/A
spin multiplicity: 1

Geometry as XYZ:
```
8
CH5BrN (ωB97M-V/def2-TZVPD)
N 0.367 -0.520 0.606
C -0.415 0.513 -0.232
Br 0.625 0.774 -1.881
H 1.285 -0.264 0.623
H -0.193 -0.935 1.446
H 0.328 -1.188 -0.250
H -1.458 0.140 -0.514
H -0.540 1.481 0.202
```